(1)
The following is a quantum chemistry calculation of a structure of composition C22H26NO4PtSSi2, from the OMol25 dataset.

Output
Total charge   -1
Lowest unoccupied orbital energy   0.0968 Eh
HOMO   -5.367 eV
Kohn-Sham gap   0.294 hartree
Spin multiplicity   1

Cartesian coordinates (Å):
Pt1 -0.95 -0.56 0.43
S1 0.44 -2.09 2.99
Si1 -0.96 1.66 0.90
Si2 2.16 -0.43 1.83
O1 0.91 -2.52 4.28
O2 -0.93 -2.39 2.69
O3 1.40 -2.44 1.87
O4 0.70 -0.52 2.84
N1 -0.84 -2.74 -0.33
C1 -1.98 2.19 2.41
C2 -1.07 -1.75 -2.56
C3 1.99 1.47 1.59
C4 -3.35 -0.93 -3.07
C5 3.34 3.53 1.61
C6 1.01 3.63 1.13
C7 0.85 2.24 1.26
C8 0.71 -3.33 -2.10
C9 -4.65 0.32 -1.50
C10 0.56 -2.35 -4.27
C11 -0.41 -2.62 -1.68
C12 3.55 -0.74 3.05
C13 2.22 4.28 1.30
C14 -3.60 0.27 -0.60
C15 -2.38 -0.35 -0.91
C16 -1.54 2.77 -0.52
C17 3.21 2.15 1.75
C18 1.20 -3.19 -3.38
C19 2.80 -0.92 0.13
C20 -2.28 -0.99 -2.17
C21 -4.52 -0.27 -2.75
C22 -0.56 -1.64 -3.86
H1 -2.57 2.53 -0.78
H2 0.14 4.23 0.88
H3 3.78 -1.80 3.08
H4 1.20 -3.99 -1.39
H5 -3.71 0.73 0.37
H6 -3.26 -1.43 -4.02
H7 3.25 -0.44 4.06
H8 2.29 5.35 1.19
H9 4.11 1.59 1.98
H10 3.11 -1.97 0.11
H11 -0.22 -3.28 0.25
H12 -5.34 -0.24 -3.47
H13 0.94 -2.22 -5.28
H14 3.68 -0.29 -0.04
H15 -1.80 -3.04 -0.19
H16 -1.81 3.24 2.63
H17 2.11 -0.72 -0.69
H18 -1.04 -0.95 -4.54
H19 -0.92 2.61 -1.41
H20 -1.70 1.59 3.28
H21 4.30 4.00 1.74
H22 2.09 -3.74 -3.68
H23 -3.05 2.05 2.23
H24 -5.57 0.82 -1.22
H25 4.47 -0.20 2.79
H26 -1.50 3.84 -0.27

(2)
The following is a quantum chemistry calculation of an isolated molecule of C3H4N2S2, from the OMol25 dataset.

Output
Lowest unoccupied orbital energy (spin up / spin down)   -0.0531 / -0.0531 Eh
HOMO (spin up / spin down)   -6.561 / -6.560 eV
Kohn-Sham gap (spin up / spin down)   0.188 / 0.188 hartree
Spin multiplicity   1

Cartesian coordinates (Å):
S1 -1.19 -4.67 -1.48
S2 -1.32 -2.76 -1.13
N1 0.48 -1.15 -0.12
N2 1.39 -3.23 -0.45
C1 -0.02 -0.08 -0.11
C2 -0.22 1.31 0.25
C3 0.43 -2.44 -0.51
H1 1.28 -4.12 -0.94
H2 -1.03 1.73 -0.27
H3 -0.65 1.34 1.22
H4 0.89 1.75 0.32

(3)
The following is a quantum chemistry calculation of a structure of composition C14H22BrMnO8P2, from the OMol25 dataset.

Output
Total charge   +3
Lowest unoccupied orbital energy (spin up / spin down)   -0.5259 / -0.5123 Eh
HOMO (spin up / spin down)   -20.047 / -20.046 eV
Kohn-Sham gap (spin up / spin down)   0.211 / 0.224 hartree
Spin multiplicity   2

Cartesian coordinates (Å):
Br1 0.49 -0.27 -3.28
Mn1 -1.91 0.22 -2.97
P1 -2.74 3.04 -3.76
P2 -3.93 0.51 -4.56
O1 -3.65 3.35 -2.55
O2 -1.74 1.85 -3.04
O3 -1.93 4.01 -4.44
O4 -5.00 -0.11 -5.28
O5 -3.86 0.38 -2.89
O6 -2.43 -0.13 -4.59
O7 -1.51 -0.22 -1.06
O8 -3.61 2.05 -4.70
C1 -1.20 -1.91 2.70
C2 4.02 -1.91 0.62
C3 -0.22 -0.50 0.94
C4 4.52 0.58 0.41
C5 -1.22 0.61 2.91
C6 3.69 -0.33 2.61
C7 -0.39 -0.34 -0.55
C8 -2.78 -0.55 1.33
C9 0.81 -0.33 -1.40
C10 -1.37 -0.58 1.93
C11 2.22 -0.43 0.56
C12 1.06 -0.54 1.39
C13 3.56 -0.44 1.10
C14 2.04 -0.39 -0.90
H1 3.14 -1.11 3.14
H2 -3.89 4.28 -2.40
H3 4.23 1.60 0.66
H4 -3.01 0.40 0.84
H5 -2.98 -1.38 0.65
H6 3.36 0.65 2.97
H7 4.58 0.47 -0.67
H8 -3.48 -0.65 2.16
H9 4.10 -2.01 -0.46
H10 -2.00 -1.98 3.44
H11 -0.26 -1.96 3.25
H12 4.74 -0.44 2.89
H13 -4.57 -0.08 -2.39
H14 -2.04 0.55 3.63
H15 5.51 0.39 0.81
H16 -1.28 -2.78 2.04
H17 2.91 -0.40 -1.53
H18 -0.29 0.57 3.47
H19 1.24 -0.62 2.45
H20 5.01 -1.98 1.06
H21 3.38 -2.69 1.03
H22 -1.29 1.57 2.40

(4)
The following is a quantum chemistry calculation of a structure of composition C2H7N5O, from the OMol25 dataset.

Output
Lowest unoccupied orbital energy (spin up / spin down)   0.0202 / 0.0202 Eh
HOMO (spin up / spin down)   -7.361 / -7.362 eV
Kohn-Sham gap (spin up / spin down)   0.291 / 0.291 hartree
Spin multiplicity   1

Cartesian coordinates (Å):
O1 -2.76 0.60 -0.40
N1 -1.27 -1.54 -0.46
N2 1.31 1.46 -0.06
N3 -1.43 0.80 -0.04
N4 2.17 -0.66 0.24
N5 0.08 -0.27 1.14
C1 -0.76 -0.34 -0.02
C2 1.05 0.16 0.34
H1 1.91 1.52 -0.88
H2 2.36 -1.14 1.12
H3 3.02 -0.14 0.06
H4 -0.75 -2.31 -0.06
H5 -3.12 1.50 -0.39
H6 -2.27 -1.58 -0.33
H7 0.45 1.96 -0.27

Short version: energy relative to the best compared isomer or geometry (same formula, charge and spin) = 122.56 389.63 266.09 348.76 kJ/mol, in the order given.
Short version: largest force on an atom = 1.094 4.840 0.772 5.791 eV/Å, in the order given.